No. 1
{
  "formula": "C36H63F6N3O16",
  "method": "the ωB97M-V functional and the def2-TZVPD basis",
  "elements": ["C", "C", "C", "C", "H", "N", "C", "H", "C", "O", "O", "C", "H", "H", "F", "C", "H", "F", "C", "O", "H", "H", "C", "C", "H", "O", "H", "O", "H", "H", "H", "C", "H", "F", "C", "H", "C", "H", "H", "H", "H", "O", "C", "H", "H", "O", "F", "H", "H", "H", "H", "H", "C", "O", "H", "H", "H", "O", "C", "F", "H", "C", "C", "H", "H", "H", "H", "H", "C", "H", "C", "H", "H", "F", "H", "H", "O", "H", "O", "H", "H", "N", "H", "C", "H", "H", "H", "O", "H", "N", "O", "H", "H", "C", "C", "C", "O", "H", "H", "H", "H", "H", "H", "C", "H", "C", "C", "C", "C", "C", "C", "C", "H", "O", "H", "C", "O", "C", "H", "C", "H", "H", "H", "H"],
  "xyz": [[0.952070, -0.906316, 4.227475], [3.544382, 2.467477, 6.456326], [2.780486, 0.012499, -2.721445], [-3.502200, -5.360462, 2.479454], [0.532600, 0.358321, -1.090134], [-3.902965, 2.657677, 1.193092], [6.831696, -0.696083, 1.753063], [-6.114035, -3.447052, -9.129456], [-0.012947, 6.043143, -0.718354], [-5.977926, -1.557305, -5.615227], [-3.431741, 4.409092, -2.602769], [4.685876, 0.411480, 2.140586], [-1.620992, 0.083633, 2.908670], [-0.296971, 5.458034, 0.139306], [4.415249, 3.273605, 5.849799], [-2.136952, -4.713249, 2.786684], [0.024943, -1.422952, 3.944537], [3.652998, 2.740051, 7.740235], [5.795358, 0.203700, 1.141277], [-1.230002, 4.473641, -2.249889], [-1.855604, 1.135874, 5.360959], [-4.705374, -3.619444, -10.323809], [-3.364270, 2.984182, -2.509895], [-1.446942, -1.331869, -0.753436], [2.210757, -2.543690, 4.879933], [1.630120, -3.471611, 1.034911], [2.942475, -0.254188, -1.667912], [3.751443, -0.715895, -3.600117], [-4.392148, -4.747355, 2.790138], [4.474096, -0.585218, 2.510809], [-2.100325, 2.283100, 4.070915], [-3.698515, 0.355288, 2.436322], [-5.016667, -0.215674, -4.363862], [-3.363919, -1.221662, -2.231275], [-3.669081, -5.611134, 1.038128], [-3.632635, -0.323932, 1.564161], [4.576833, -1.586454, -3.074874], [-2.088895, -3.405571, 1.003385], [-3.687418, -1.773768, -8.559566], [-3.524547, -6.285003, 3.061421], [0.810993, -0.455487, 5.254830], [4.747566, -2.038210, -1.966192], [-0.194337, 0.561205, -0.284382], [-4.688001, 0.186661, 2.878205], [0.104595, 5.751478, -2.950752], [-2.432077, 6.383992, -2.636970], [3.976935, 1.230815, 6.255624], [0.595417, 2.490901, 0.198690], [0.949114, 6.455931, -0.470472], [-2.030293, -4.540280, 3.837510], [0.316084, 4.240086, 2.178318], [-3.590544, 1.557445, 4.815923], [-2.879502, -1.921176, -1.239558], [2.045378, 3.275934, 4.877715], [0.703181, 4.434119, -2.011155], [6.272203, 1.129841, 0.759957], [6.311762, -3.559063, -3.087989], [0.946767, -4.201248, 2.997868], [1.571626, -3.377471, 2.341659], [-2.888065, -3.200316, -1.493434], [5.462843, -0.292486, 0.203664], [6.532849, -2.723671, -3.756506], [1.120212, 4.242480, 2.908640], [4.999328, 0.932134, 3.029592], [7.734352, -0.769841, 1.146624], [-5.097456, -1.227402, -9.555904], [1.031920, 0.006306, 3.619693], [-4.631041, -4.124113, -8.577447], [-5.687839, -1.031554, -4.315321], [2.208889, 2.115399, -2.839256], [-5.018099, -3.383404, -9.274768], [-2.713193, -0.740177, 4.000892], [1.800335, -0.293283, -3.074673], [-3.677576, -1.772891, -0.165973], [7.189348, -1.990680, -3.313013], [2.001560, 3.873046, 2.344860], [-5.559505, -1.751456, -7.682863], [-2.419783, 2.595229, -2.994196], [1.272036, 1.983359, 6.562819], [0.583358, 2.355100, 3.809615], [-0.691628, 2.535981, -1.076502], [-3.968561, -5.833137, -0.054156], [1.272194, 5.305759, 3.175134], [2.093070, 2.573183, 5.985779], [3.958761, 1.795518, -2.835788], [-1.043078, -2.831872, 2.297010], [6.353193, -1.659822, 1.838931], [-1.476109, -0.010161, -0.535342], [-2.830219, -2.585527, 2.390565], [2.453669, 1.391947, 1.287750], [-0.458508, -1.984421, -0.660423], [2.376423, -1.572157, 0.421950], [-5.168336, -1.818156, -3.745006], [2.477599, -2.692380, 0.188855], [-2.542227, 1.362516, 4.526173], [-2.566581, 0.227516, 3.452293], [2.255843, -2.307645, 2.793462], [-4.266238, 2.598328, -3.018353], [-3.378005, 2.743537, -1.421346], [2.252853, -2.890717, -0.853967], [-1.312007, -5.343470, 2.418487], [3.133775, -1.262000, 4.386601], [6.996192, -2.959439, -4.710983], [-2.031364, -3.287123, 2.102986], [3.534237, -2.928729, 0.346401], [3.485507, 1.027481, 1.622727], [-0.028674, 5.216784, -1.998075], [-4.727039, -1.945972, -8.810578], [-0.352415, 2.077964, -0.136136], [-2.356045, 5.203207, -2.499773], [0.827814, 3.360094, 4.141681], [2.191467, -1.750003, 4.150403], [-1.007500, 2.392213, 0.707307], [5.301713, -2.022146, -4.164947], [-6.670482, -0.839057, -3.873792], [2.984902, 1.450396, -3.186682], [-3.959815, -0.909481, -6.356919], [-5.053736, -1.374656, -6.528066], [-0.022914, 3.724481, 4.684421], [-3.741377, 1.688072, 1.821129], [7.128704, -0.290987, 2.727670], [-0.632840, 6.909914, -0.856634], [3.040099, 1.533417, -4.241029], [0.358030, 0.018588, 0.465336]],
  "atomic_forces_ev_per_a": [[-0.4, 1.7, 1.3], [1.0, 0.7, 0.1], [0.6, 0.0, -1.7], [0.1, 0.4, 0.3], [-0.8, 0.1, -0.5], [0.6, -1.6, 1.3], [0.4, 0.4, 0.2], [0.4, -0.3, -0.7], [-0.1, 0.0, -0.8], [-0.6, 0.2, 0.5], [0.0, 0.6, -0.4], [0.2, -0.3, -0.2], [-0.1, 0.4, 0.2], [-0.5, -0.3, 0.2], [-0.1, 0.4, -0.7], [-0.3, 1.9, -1.4], [0.5, -0.1, 0.1], [-0.4, 0.0, 1.0], [0.9, 0.6, -1.9], [-1.2, 0.4, 0.6], [-0.7, -0.2, -0.2], [-0.3, 0.3, 1.0], [0.9, -0.4, 0.4], [-0.5, 0.2, -1.0], [-0.6, -0.7, 0.1], [-0.1, -0.4, -1.1], [0.1, 0.4, -0.4], [-1.3, 0.6, 1.6], [1.0, -0.4, -0.1], [-0.7, -0.3, 0.0], [-0.7, -0.5, 0.2], [-0.2, 0.3, -0.5], [0.3, 1.1, -0.1], [-0.3, 0.3, -0.8], [-0.8, -0.5, -0.2], [0.2, 0.1, 0.7], [1.3, -1.5, -1.8], [0.0, 0.0, 0.6], [0.1, 0.2, 0.0], [-0.3, -0.2, -0.4], [0.1, -0.8, -0.8], [-0.7, 1.1, 0.0], [1.2, 1.1, -0.5], [0.2, 0.0, 0.1], [0.4, 0.6, 0.7], [0.3, 0.3, 0.1], [0.0, -1.0, -0.2], [0.3, 0.0, -0.5], [0.8, -0.1, -0.3], [0.1, -0.3, 0.7], [-0.4, -0.2, 0.2], [0.7, 0.1, 0.3], [1.5, 0.9, 2.3], [0.0, 0.6, 0.1], [0.6, -0.4, 0.3], [-0.4, -0.1, 0.6], [0.2, 0.1, -0.3], [1.0, 1.6, -0.5], [-0.6, -0.7, 1.6], [0.6, -0.4, -0.7], [-0.4, 0.2, 0.6], [-0.9, 0.8, -0.9], [0.5, 0.2, 0.1], [0.4, 0.6, 0.2], [-0.1, -0.1, -0.1], [0.5, -0.2, 0.1], [0.1, -0.4, -0.3], [0.4, 0.1, -0.1], [-0.5, -1.8, 0.4], [-0.2, 0.2, 0.3], [-0.7, 0.3, -0.1], [0.1, 0.7, -0.5], [-0.1, -0.5, 0.3], [-0.8, 0.4, 0.3], [0.1, 0.1, 0.6], [-0.4, 0.2, 0.6], [-0.7, -0.3, 0.1], [-1.2, 0.3, 0.5], [-2.6, -1.2, 1.2], [-0.1, -0.2, 0.0], [0.1, -0.2, 0.5], [0.5, 0.2, 0.6], [0.1, -0.6, 0.1], [2.3, 1.0, -1.3], [-0.1, 0.2, 0.2], [-0.5, -0.2, 0.1], [0.3, -0.6, 0.4], [-0.8, -0.9, -0.4], [0.2, -0.4, 0.2], [-0.3, 0.4, -0.3], [0.2, -0.8, -0.1], [-0.1, -1.6, -0.4], [-0.3, 0.2, -0.1], [0.6, 2.1, 0.9], [0.6, 0.2, -1.3], [0.1, -1.1, 1.1], [0.8, 0.5, 0.1], [0.5, 0.2, 0.3], [0.0, -0.2, -0.9], [-0.4, -0.1, 0.2], [-0.4, 0.2, 0.3], [0.0, 0.6, -0.7], [-0.1, -0.6, 0.1], [0.4, -0.9, -0.5], [-0.2, -0.2, 0.1], [-0.2, -0.6, 0.4], [0.1, 0.2, -1.1], [0.0, -0.5, -0.9], [-0.2, -0.2, 0.9], [-0.1, -1.4, 0.1], [0.0, 0.0, -2.1], [-0.7, -1.3, -0.4], [-0.1, -0.5, -0.7], [0.7, -0.3, 1.6], [0.4, 0.2, 0.0], [0.7, -0.1, 1.7], [0.5, 0.1, 0.2], [0.5, 0.4, -0.4], [-0.1, 0.3, 0.8], [-0.7, 1.6, -1.5], [0.0, -0.4, 0.0], [-0.7, 0.2, 0.2], [-0.2, -0.3, -1.1], [-0.5, 0.1, 1.2]],
  "e_lumo_ev": 0.31,
  "smiles": "CCOC(=O)C(F)(F)F.CCOC(=O)C(F)(F)F.CCOC(=O)OC.CCOC(=O)OC.CCOC(=O)OC.CCOC(=O)OC.CCCC#N.CCCC#N.CCCC#N",
  "homo_lumo_gap_ha": 0.403,
  "fmax_ev_per_a": 3.1,
  "e_tot_ha": -3376.8147,
  "homo_ev": -10.6,
  "charge": 0
}

***

No. 2
{
  "formula": "C19H27BF16N3O5",
  "method": "the ωB97M-V functional and the def2-TZVPD basis",
  "elements": ["H", "F", "F", "N", "C", "C", "H", "F", "H", "F", "O", "H", "C", "H", "C", "H", "H", "O", "H", "H", "F", "N", "H", "C", "H", "H", "H", "F", "H", "F", "C", "O", "H", "C", "H", "O", "H", "F", "F", "F", "H", "C", "H", "H", "F", "H", "F", "H", "F", "F", "F", "C", "C", "H", "H", "C", "C", "C", "F", "C", "B", "C", "H", "H", "O", "C", "C", "C", "H", "C", "N"],
  "xyz": [[-6.205936, 2.190810, -1.686793], [4.497260, 2.132825, -1.315141], [5.036969, 2.230906, 3.477869], [-3.668129, 2.892363, -2.652932], [3.461249, 3.223679, 0.489373], [-2.794733, 3.410545, -1.582114], [-4.410612, 3.544094, -2.871505], [1.499296, -2.491193, -0.480590], [-4.003619, -2.349328, -3.098893], [1.072994, -6.875741, 1.409396], [-1.083293, 0.964667, -2.604970], [-3.072576, -3.273481, 0.912242], [1.661025, -5.899898, 0.690173], [3.665873, 5.023237, 2.441316], [-3.577049, 0.443182, -2.553628], [3.489404, 1.099331, 0.067414], [2.997928, -2.594670, 2.436861], [-4.418047, -4.374529, -0.192533], [2.239934, -6.335668, -0.125511], [-4.618442, -2.469230, 0.624833], [2.177615, -0.679831, 0.543165], [-4.234227, 1.652432, -2.371580], [2.868830, 3.957364, 3.583666], [-3.252169, -2.468585, -1.062308], [-4.300288, 3.807709, -0.046778], [-1.831290, 2.909942, -1.655079], [-0.171134, -0.515457, -1.465523], [4.185135, 4.322104, 0.232658], [-3.505674, 2.239430, 0.107436], [7.241379, 3.740749, 3.732934], [2.582353, -5.093201, 1.617524], [3.114114, 3.115669, 1.802160], [-6.451741, -0.342428, -1.468611], [0.105840, 0.243629, -2.196291], [6.179324, 5.303675, 3.095848], [3.171901, -4.049982, 0.956603], [0.591088, -0.221490, -3.053786], [0.696625, -5.100984, 0.182742], [1.931320, -4.689305, 2.722853], [6.446631, 3.898552, 1.698379], [-2.622119, 4.458648, -1.835908], [1.785496, -1.982216, 0.733432], [-5.326331, -4.434612, 0.111913], [-2.648640, -1.608261, -0.750135], [5.277130, 1.711877, 0.688701], [0.702373, -1.338009, 2.506305], [-0.023750, -3.072279, 1.827720], [-2.625961, 3.690406, 0.545841], [2.307395, 3.321337, -0.226187], [3.560243, -5.936606, 2.004274], [4.797890, 3.982507, 4.779208], [3.616357, 3.992771, 2.793153], [-3.859361, -3.116878, 0.169357], [-2.561952, -3.169625, -1.534474], [0.778618, 0.967235, -1.739063], [4.158258, 1.954852, -0.018576], [-4.300843, -2.010345, -2.105237], [-5.460444, 1.445264, -1.912950], [-0.410878, -1.154429, 0.854825], [0.506124, -1.865714, 1.570457], [-2.098235, 0.196049, -3.058229], [-3.345076, 3.287033, -0.167899], [-2.276514, -0.917310, -4.696545], [-5.265382, -2.482827, -1.893338], [-1.876437, -0.928881, -3.821984], [2.983565, -2.712198, 1.352732], [-4.469154, -0.527589, -2.166887], [6.222176, 4.216659, 2.989297], [3.855840, -2.188837, 0.962692], [4.920988, 3.574560, 3.481747], [-5.616507, 0.125527, -1.785120]],
  "atomic_forces_ev_per_a": [[0.1, 0.0, 0.0], [0.0, 0.0, 0.0], [0.0, 0.0, 0.0], [0.1, 0.2, -0.1], [-0.1, 0.1, 0.0], [0.2, 0.1, 0.3], [-0.1, -0.1, 0.0], [-0.1, 0.0, 0.0], [-0.1, 0.0, 0.1], [0.0, 0.0, 0.0], [-0.3, -0.5, 0.6], [0.0, 0.0, 0.0], [0.0, 0.0, 0.0], [0.1, 0.0, -0.1], [-0.2, 0.2, -0.2], [0.0, 0.0, 0.0], [-0.1, 0.0, 0.0], [-0.1, 0.1, -0.1], [0.0, 0.0, 0.0], [0.0, 0.0, 0.0], [0.0, 0.0, 0.1], [-0.2, 0.0, 0.2], [0.0, 0.0, 0.0], [0.1, 0.3, -0.1], [0.1, 0.1, 0.0], [-0.1, -0.1, -0.1], [0.1, 0.0, 0.0], [0.0, 0.0, 0.0], [0.1, 0.1, 0.0], [0.0, 0.0, 0.0], [0.2, -0.1, 0.1], [0.3, -0.3, 0.1], [-0.1, 0.1, 0.0], [0.3, 0.2, -0.3], [0.0, 0.0, 0.0], [-0.4, 0.0, -0.3], [0.0, 0.0, 0.0], [0.0, 0.0, 0.0], [0.0, 0.0, 0.0], [0.0, 0.0, 0.0], [-0.1, -0.1, -0.1], [-0.1, -0.2, -0.1], [0.1, -0.1, 0.1], [0.0, -0.1, 0.0], [0.0, 0.0, 0.0], [0.0, 0.0, 0.0], [0.0, 0.0, 0.0], [-0.1, 0.1, -0.1], [0.0, 0.1, -0.1], [0.0, 0.0, 0.1], [0.0, 0.0, 0.0], [-0.4, 0.3, 0.1], [0.1, -0.1, 0.0], [-0.1, -0.1, 0.1], [-0.1, 0.0, 0.0], [0.1, -0.1, -0.1], [0.0, -0.1, 0.0], [0.0, 0.0, 0.1], [0.0, 0.0, 0.0], [0.0, 0.0, 0.0], [0.1, 0.0, -0.2], [-0.2, -0.2, -0.1], [-0.2, -0.3, 0.1], [0.1, 0.0, 0.0], [0.3, 0.3, 0.0], [0.4, 0.2, 0.2], [0.2, 0.1, -0.1], [0.0, 0.0, 0.1], [0.0, 0.0, 0.0], [0.0, -0.1, 0.0], [0.0, -0.2, 0.0]],
  "e_lumo_ev": -2.69,
  "homo_lumo_gap_ha": 0.372,
  "fmax_ev_per_a": 0.8,
  "relative_energy_kj_mol": 0.0,
  "e_tot_ha": -2903.2241,
  "homo_ev": -12.8,
  "charge": 1
}

***

> Among the records above, which one has the highest charge?

C19H27BF16N3O5